# 1
DFT (wB97M-V/def2-TZVPD) results for a structure of composition C19H40CaNO10P at a distorted geometry.

Summary:
relative energy (zero: lowest compared OMol25 entry of this formula, charge and spin): 0.00 kcal per mole

```
! wB97M-V def2-TZVPD RIJCOSX def2/J DEFGRID3
* xyz -2 1
Ca 0.3432 0.8177 0.2725
P -1.6067 -0.7371 1.3834
O -2.1907 0.3785 2.2913
O -2.4889 -1.9918 1.4285
O -0.0468 -0.8790 1.6092
O -1.5935 -0.2196 -0.1252
O 2.2343 2.5503 -3.1227
C 1.5962 1.9890 -2.0298
O 1.8626 2.4590 -0.8870
O 0.7871 1.0532 -2.2343
H 1.9046 2.0359 -3.8696
C -3.2548 3.9784 0.1491
C -2.0885 4.9482 -0.1094
C -0.9262 4.0890 0.3557
O -1.2469 2.7621 -0.0056
C -2.6347 2.5882 -0.1355
H -4.1679 4.1757 -0.4138
H -3.5409 4.0143 1.2084
H -2.1367 5.8615 0.4906
H -2.0324 5.2025 -1.1715
H -0.8532 4.1610 1.4581
H 0.0672 4.3426 -0.0196
H -3.0092 1.8275 0.5511
H -2.8756 2.2542 -1.1494
C 0.7998 2.9247 4.2937
C 1.7350 3.7963 3.4236
C 2.0581 2.8283 2.2785
O 0.8538 2.1432 2.0229
C 0.1114 1.9848 3.2531
H 0.0823 3.5219 4.8571
H 1.4136 2.3694 5.0100
H 2.6573 4.0723 3.9445
H 1.2555 4.6985 3.0434
H 2.8403 2.1175 2.5932
H 2.4007 3.3162 1.3675
H 0.1114 0.9323 3.5315
H -0.9275 2.2574 3.0860
C 4.2608 -1.1752 1.5784
C 4.6065 -1.2747 0.0925
C 3.6088 -0.2846 -0.5286
O 2.5076 -0.2259 0.3651
C 2.7313 -1.0712 1.4939
H 4.6617 -0.2598 2.0240
H 4.5406 -2.0556 2.1564
H 4.3875 -2.2946 -0.2378
H 5.6514 -1.0513 -0.1284
H 3.2492 -0.6272 -1.4969
H 4.0648 0.7071 -0.5672
H 2.3006 -2.0573 1.3065
H 2.2647 -0.6526 2.3772
C 0.2656 -2.2022 -1.7978
C -0.5691 -3.3821 -1.3275
N -1.8525 -3.4980 -2.0095
C -2.5286 -4.7519 -1.6913
C -2.6245 -5.0715 -0.2143
C -1.6426 -3.4239 -3.4313
C -2.8900 -3.5931 -4.2805
H -0.2629 -1.2524 -1.9150
H 0.6801 -2.4042 -2.8048
H 1.1152 -2.0493 -1.1280
H 0.0249 -4.3141 -1.4798
H -0.7745 -3.2146 -0.2680
H -2.0345 -5.5924 -2.2371
H -3.5542 -4.6411 -2.0524
H -3.2381 -5.9726 -0.0665
H -3.0627 -4.2286 0.3359
H -1.6519 -5.2364 0.2425
H -1.2022 -2.4542 -3.6652
H -0.8798 -4.1762 -3.7702
H -2.6262 -3.6305 -5.3410
H -3.4639 -4.4786 -4.0157
H -3.5564 -2.7332 -4.1471
*
```

Löwdin atomic charge list, values in e, 6 entries: 1.39, -0.06, -0.46, -0.46, -0.55, -0.56



# 2
DFT (wB97M-V/def2-TZVPD) results for a structure of composition C29H32AlBClO2P at a distorted geometry.

```
! wB97M-V def2-TZVPD RIJCOSX def2/J DEFGRID3
* xyz 0 1
C 2.5576 0.6644 1.3729
C 2.7162 1.2967 0.1276
C 1.8672 2.4283 0.0583
H 3.4248 0.9956 -0.6409
C 1.1170 2.5042 1.2832
C 1.5753 1.3951 2.1278
H 1.5011 1.4062 3.2163
H 3.1074 -0.1932 1.7529
H 1.8442 3.1742 -0.7274
H 0.6387 3.3946 1.6816
Al -0.0808 0.7697 0.8637
Cl -2.0475 1.5786 1.2095
P -0.3028 0.5883 -1.7239
C -0.4729 2.2475 -2.5067
C -0.0157 2.5459 -3.7990
H 0.5081 1.7919 -4.3851
C -0.2415 3.8118 -4.3450
H 0.1148 4.0286 -5.3520
C -0.9246 4.7854 -3.6119
H -1.1052 5.7682 -4.0442
C -1.3799 4.4987 -2.3221
H -1.9162 5.2493 -1.7435
C -1.1503 3.2397 -1.7753
H -1.5151 3.0109 -0.7745
C 0.8866 -0.2890 -2.8280
C 2.1535 0.2746 -3.0717
H 2.3789 1.2802 -2.7130
C 3.1211 -0.4310 -3.7873
H 4.1139 0.0004 -3.9234
C 2.8146 -1.6845 -4.3269
H 3.5637 -2.2297 -4.8990
C 1.5451 -2.2381 -4.1309
H 1.2931 -3.2046 -4.5674
C 0.5942 -1.5549 -3.3712
H -0.3903 -1.9937 -3.2159
C -1.9050 -0.2048 -2.1520
C -2.6332 0.1687 -3.2864
H -2.2698 0.9726 -3.9265
C -3.8245 -0.4887 -3.5962
H -4.3778 -0.2030 -4.4897
C -4.2976 -1.5048 -2.7607
H -5.2288 -2.0140 -3.0010
C -3.5850 -1.8647 -1.6129
H -3.9524 -2.6521 -0.9581
C -2.3935 -1.2161 -1.3043
H -1.8415 -1.4831 -0.4035
C 2.1465 -1.7471 4.2132
C 0.7344 -2.2047 3.8364
C 0.6004 -3.6433 4.2795
O 0.5611 -2.1549 2.4134
B 0.0321 -0.9122 2.1976
O -0.4483 -0.2512 3.3181
C -0.3605 -1.2169 4.3555
C -1.7286 -1.8821 4.4800
C -0.0849 -0.4676 5.6373
H 2.8861 -2.4042 3.7384
H 2.2909 -1.8412 5.2982
H 2.3756 -0.7132 3.9204
H 1.4265 -4.2365 3.8712
H 0.6646 -3.7094 5.3735
H -0.3445 -4.0922 3.9571
H -1.7257 -2.5885 5.3156
H -2.4836 -1.1159 4.6913
H -2.0276 -2.4083 3.5631
H 0.8213 0.1467 5.5892
H -0.9331 0.1903 5.8627
H 0.0122 -1.1678 6.4718
*
```

Löwdin atomic charge list, values in e, 6 entries: -0.12, -0.14, -0.15, 0.09, -0.20, -0.22



no.,HOMO level (eV),gap between HOMO and LUMO (eV)
1,0.19,4.23
2,-7.15,7.74